# 1
{"formula": "C17H47BrFO25P5S", "method": "ωB97M-V/def2-TZVPD", "elements": ["O", "S", "O", "O", "C", "F", "C", "O", "Br", "O", "H", "H", "C", "O", "P", "O", "O", "C", "O", "C", "H", "H", "H", "H", "H", "H", "H", "H", "H", "C", "O", "P", "O", "O", "C", "O", "C", "H", "H", "H", "H", "H", "H", "H", "H", "H", "C", "O", "P", "O", "O", "C", "O", "C", "H", "H", "H", "H", "H", "H", "H", "H", "H", "C", "O", "P", "O", "O", "C", "O", "C", "H", "H", "H", "H", "H", "H", "H", "H", "H", "C", "O", "P", "O", "O", "C", "O", "C", "H", "H", "H", "H", "H", "H", "H", "H", "H"], "positions_angstrom": [[-7.95480, 1.20262, -2.31547], [-7.05918, 0.23291, -2.81030], [-7.24738, -0.22533, -4.13700], [-5.56752, 0.77116, -2.58952], [-4.78876, -0.33726, -2.16309], [-3.63896, -0.01716, -1.55179], [-5.67278, -1.35486, -1.41307], [-5.59444, -1.25423, -0.06552], [-5.07990, -3.13125, -1.96338], [-6.99221, -1.03949, -1.84407], [-4.53098, -0.83692, -3.10173], [-6.22727, -1.85481, 0.34743], [-2.35418, -0.55566, 0.84908], [-1.29378, -1.21695, 1.57825], [-1.04000, -2.78872, 1.28044], [-2.37951, -3.40101, 1.43263], [-0.07648, -2.85341, 2.58753], [-0.65090, -2.65996, 3.87689], [-0.18065, -3.89803, 0.50282], [0.55639, -4.91224, 1.20238], [-2.16928, 0.51557, 0.87907], [-2.38326, -0.88289, -0.17830], [-3.30779, -0.76424, 1.32870], [-1.71873, -2.88073, 3.87145], [-0.48865, -1.63378, 4.20927], [-0.14845, -3.33960, 4.56351], [-0.09109, -5.40989, 1.92202], [1.43441, -4.50637, 1.69613], [0.87845, -5.61937, 0.44128], [-6.37395, 0.84085, -10.80612], [-6.02268, 1.07341, -9.42650], [-7.08095, 1.82905, -8.50410], [-7.48932, 3.08497, -9.14974], [-6.05000, 2.04433, -7.28465], [-5.03984, 3.04021, -7.41728], [-8.26624, 1.21786, -7.67290], [-8.46375, 1.56895, -6.28931], [-5.74118, 0.03560, -11.16982], [-7.41742, 0.55123, -10.91515], [-6.18443, 1.74437, -11.38176], [-5.32298, 3.79716, -8.14848], [-4.09775, 2.57629, -7.71225], [-4.91476, 3.51425, -6.44480], [-8.47570, 2.65204, -6.17911], [-7.70302, 1.12320, -5.65597], [-9.43314, 1.16450, -6.00923], [7.69362, -2.79119, 1.08774], [6.63880, -2.37888, 0.19455], [5.12386, -2.44554, 0.73235], [5.01446, -3.84719, 1.21290], [4.45153, -2.16326, -0.69069], [4.58421, -3.15235, -1.71438], [4.04443, -1.70072, 1.64692], [2.68391, -1.60864, 1.21008], [8.61768, -2.35333, 0.71883], [7.52110, -2.45242, 2.10758], [7.76726, -3.87602, 1.07294], [4.78236, -4.13467, -1.28671], [5.38757, -2.87517, -2.39582], [3.64368, -3.18100, -2.26125], [2.31797, -2.59366, 0.92519], [2.57616, -0.90771, 0.38515], [2.10994, -1.23664, 2.05460], [-3.09521, 5.31967, -0.28065], [-2.17256, 5.21149, 0.82602], [-2.54826, 4.23125, 2.01958], [-3.89539, 4.53538, 2.52104], [-1.39206, 4.75889, 3.00468], [-1.56172, 6.02616, 3.63925], [-2.24278, 2.68669, 2.15909], [-1.67504, 2.15725, 3.36565], [-2.54034, 5.71790, -1.12557], [-3.51587, 4.35347, -0.55290], [-3.89661, 6.00417, -0.01223], [-2.61403, 6.30312, 3.69305], [-1.00502, 6.78938, 3.09527], [-1.16187, 5.94419, 4.64819], [-2.24201, 2.47977, 4.23617], [-0.63400, 2.45258, 3.46018], [-1.71790, 1.07313, 3.28035], [11.63475, 0.31791, 5.21036], [10.55055, -0.59783, 4.94329], [9.06662, -0.11155, 5.25208], [8.98431, 0.39453, 6.62831], [8.41254, -1.56912, 5.05763], [8.59722, -2.54584, 6.08278], [8.07253, 0.67726, 4.31314], [6.71845, 0.23932, 4.14732], [12.48927, -0.01480, 4.62756], [11.38284, 1.33736, 4.92488], [11.87799, 0.28488, 6.26998], [8.81852, -2.07557, 7.04041], [9.40599, -3.22265, 5.80685], [7.67145, -3.11166, 6.16739], [6.24329, 0.09141, 5.11478], [6.67443, -0.67277, 3.55841], [6.19620, 1.02665, 3.60921]], "forces_ev_per_a": [[-0.0002, 0.0243, 0.5245], [-0.9448, 0.6976, -0.5895], [0.6541, -0.4903, 0.0961], [-0.1418, -0.2638, 1.2811], [0.8533, -1.2548, -2.1677], [-0.9330, 0.7551, 0.1306], [-0.0663, 0.3266, 0.7570], [0.1775, 0.5091, -0.0298], [-0.3836, -0.0576, -0.1056], [0.3036, -0.1833, -0.1197], [0.3341, -0.0064, 0.1298], [0.0228, -0.1047, 0.0456], [-0.0145, 0.1661, 0.2572], [0.8748, 0.4697, -2.5551], [-0.9903, -2.5873, 5.3086], [-0.1771, 0.3350, -0.8580], [-0.0894, -0.3742, 0.0258], [0.0633, 0.1912, 0.0628], [0.2413, 1.9483, -1.8078], [0.3200, -0.1375, -0.0421], [0.1505, -0.0313, 0.0327], [0.0632, -0.1470, 0.0093], [0.0224, -0.1555, -0.0266], [-0.0021, 0.0059, -0.0435], [-0.0346, 0.0142, -0.0084], [0.0151, 0.0006, -0.0174], [-0.0242, 0.0684, 0.0083], [-0.0481, 0.0364, 0.0523], [-0.1105, 0.0422, -0.0704], [0.1320, 0.0208, -0.1234], [-1.3918, -1.4884, -0.1907], [1.7043, 3.2983, 1.6928], [-0.3542, -0.3111, -0.5361], [-0.2594, 0.0811, 0.0534], [0.1728, -0.0091, 0.0069], [0.1982, -1.5189, -0.9751], [-0.1103, -0.0079, 0.2364], [0.0221, -0.0116, 0.0806], [-0.0154, 0.0099, 0.0056], [-0.0670, 0.0443, 0.0416], [-0.0424, -0.0281, -0.0060], [-0.0171, -0.0113, -0.0347], [-0.0092, -0.0238, 0.0066], [0.0225, 0.0070, -0.0626], [-0.0741, 0.1670, -0.3286], [-0.0256, -0.0084, -0.1294], [0.1896, -0.1160, -0.0420], [0.0713, 2.3160, 1.3061], [-2.2065, -4.7450, -1.6978], [0.3205, 0.1686, 0.2511], [-0.1045, 0.3148, 0.1760], [0.1171, -0.0089, -0.2120], [1.8139, 1.8539, 0.1838], [-0.3015, 0.3336, -0.0664], [-0.0573, 0.0581, -0.0497], [0.0047, -0.0293, 0.0124], [-0.1101, -0.0096, 0.0395], [0.0086, 0.0329, 0.0695], [0.0292, 0.0057, 0.0338], [-0.0103, 0.0433, 0.0265], [0.0576, 0.0121, -0.0287], [0.0831, -0.0767, -0.0730], [0.1065, -0.1036, 0.1113], [-0.0287, 0.1706, -0.0780], [0.0694, -1.6734, -1.2343], [-0.0701, 2.1063, 3.7723], [-0.3959, -0.2999, -0.6863], [-0.0634, -0.2347, 0.0191], [0.0992, 0.1599, -0.0036], [0.3303, -0.0069, -1.8116], [0.2621, -0.3170, 0.1060], [0.0738, -0.0116, 0.0484], [-0.0124, -0.0146, 0.0158], [-0.0316, -0.0577, 0.0647], [-0.0109, -0.0510, -0.0259], [-0.0190, -0.0102, -0.0342], [0.0176, -0.0232, -0.0137], [-0.0466, 0.0830, -0.0589], [-0.0244, 0.1217, 0.0142], [-0.1371, 0.0215, -0.0973], [0.1576, -0.0668, 0.0753], [0.0944, 1.5089, -1.4184], [-1.8405, -2.6144, 2.5614], [0.3811, 0.5852, -0.1146], [-0.1760, 0.1941, 0.0248], [0.0690, -0.1676, 0.0019], [1.4604, 0.4153, -1.0595], [-0.3074, 0.0716, -0.2206], [-0.0543, -0.0553, -0.0392], [-0.0182, 0.0098, 0.0068], [-0.0798, 0.0351, 0.0228], [-0.0017, 0.0508, -0.0284], [0.0279, 0.0326, -0.0026], [-0.0034, 0.0087, -0.0308], [0.0708, -0.0657, 0.0292], [0.0394, -0.0660, 0.1000], [0.1361, 0.1040, 0.0376]], "mulliken_charge": [-0.558, 1.141, -0.569, -0.266, -0.210, -0.182, 0.528, -0.364, -0.088, -0.277, 0.426, 0.350, -1.011, -0.041, 0.967, -0.674, -0.271, -0.745, -0.403, -0.545, 0.334, 0.490, 0.313, 0.342, 0.210, 0.263, 0.271, 0.268, 0.249, -0.670, -0.279, 0.916, -0.657, -0.213, -0.709, -0.340, -0.468, 0.233, 0.321, 0.275, 0.333, 0.238, 0.246, 0.320, 0.271, 0.242, -0.419, -0.340, 1.083, -0.700, -0.322, -0.734, -0.326, -0.397, 0.250, 0.060, 0.276, 0.353, 0.241, 0.258, 0.121, 0.331, 0.226, -0.595, -0.286, 0.844, -0.677, -0.373, -0.709, -0.022, -0.404, 0.244, 0.257, 0.268, 0.341, 0.227, 0.254, 0.345, 0.260, 0.041, -0.680, -0.259, 0.905, -0.655, -0.164, -0.750, -0.333, -0.326, 0.234, 0.327, 0.276, 0.344, 0.250, 0.250, 0.308, 0.034, 0.256], "e_homo_ev": -9.90, "orbital_gap_ev": 9.57, "e_lumo_ev": -0.330}

---

# 2
{"formula": "C17H47Cl2O17Tl", "method": "ωB97M-V/def2-TZVPD", "elements": ["Tl", "O", "C", "O", "O", "H", "C", "C", "O", "O", "H", "H", "H", "H", "H", "H", "C", "C", "O", "O", "H", "H", "H", "H", "H", "H", "C", "C", "O", "O", "H", "H", "H", "H", "H", "H", "C", "C", "O", "O", "H", "H", "H", "H", "H", "H", "C", "C", "O", "O", "H", "H", "H", "H", "H", "H", "C", "C", "O", "O", "H", "H", "H", "H", "H", "H", "C", "C", "O", "O", "H", "H", "H", "H", "H", "H", "Cl", "C", "C", "Cl", "H", "H", "H", "H"], "positions_angstrom": [[4.84923, -0.86296, -0.68905], [0.69665, 0.57980, 1.28575], [0.91061, -0.12068, 0.16283], [0.05720, -0.06676, -0.75428], [1.94214, -0.77985, 0.01995], [0.08286, 1.20600, 0.89497], [3.35483, -2.45807, 2.55339], [3.48239, -3.80841, 1.84119], [3.71623, -3.46812, 0.49156], [4.52582, -1.64152, 2.39727], [3.19476, -2.68056, 3.60837], [2.43006, -1.92277, 2.33807], [2.69943, -4.56165, 1.92900], [4.40785, -4.27277, 2.18179], [3.48982, -4.26640, 0.00876], [5.15096, -1.79182, 3.11016], [-1.22194, 2.68807, 3.11484], [-1.03689, 3.69890, 2.01773], [-0.69098, 3.03389, 0.76924], [0.05990, 2.29359, 3.52204], [-1.72493, 1.74851, 2.88607], [-1.79376, 3.24733, 3.85533], [-0.25236, 4.33906, 2.42122], [-1.87915, 4.39077, 2.01760], [-0.22746, 3.60296, 0.15044], [0.39540, 1.84786, 2.74079], [0.83814, 2.80834, -3.38073], [1.43209, 1.71980, -4.37232], [0.93661, 0.42562, -4.02408], [1.13771, 2.54665, -2.03128], [-0.24755, 2.85492, -3.46561], [1.26197, 3.69040, -3.86076], [2.52014, 1.74982, -4.43017], [1.11022, 2.01464, -5.37110], [0.00004, 0.30025, -4.19351], [0.60476, 1.78044, -1.80660], [-2.62188, 1.87856, -2.39871], [-3.55397, 2.38260, -3.51651], [-2.72016, 2.83698, -4.54754], [-1.83725, 0.75200, -2.71852], [-3.14238, 1.74265, -1.45071], [-1.85827, 2.57448, -2.05129], [-4.13842, 3.21092, -3.11601], [-4.20243, 1.65827, -4.00941], [-2.48535, 2.04661, -5.03925], [-1.21667, 0.68786, -1.98888], [-0.32397, -3.68988, -1.89504], [-0.40305, -3.70700, -0.32922], [-0.85052, -5.05681, -0.01994], [0.20298, -2.47330, -2.38119], [-1.30047, -3.85703, -2.34958], [0.25853, -4.53970, -2.25083], [-1.10235, -2.93508, -0.00794], [0.54255, -3.42094, 0.13135], [-1.80648, -5.08305, -0.10392], [0.30454, -1.75069, -1.75740], [4.04469, 3.11468, -0.03829], [3.63315, 2.52292, 1.32407], [4.14391, 1.24002, 1.53681], [3.75789, 2.06479, -1.01398], [5.10943, 3.34333, 0.00802], [3.45312, 4.02010, -0.17382], [2.54924, 2.61837, 1.38846], [3.94545, 3.23548, 2.08750], [4.08739, 1.05041, 2.47620], [3.03862, 2.42153, -1.54027], [-5.01455, -1.61161, -0.19178], [-3.67167, -1.19826, -0.76378], [-2.94709, -0.72994, 0.37406], [-4.95956, -2.53034, 0.84788], [-5.68582, -2.00852, -0.95333], [-5.57713, -0.77882, 0.23020], [-3.94070, -0.39628, -1.45120], [-3.10594, -1.95360, -1.30921], [-2.07617, -0.59048, -0.00494], [-4.95085, -1.94320, 1.60734], [-1.65217, -0.82879, 5.47156], [-1.58924, -1.19545, 3.74325], [-0.76600, -2.43338, 3.38770], [-1.51050, -3.96572, 4.08984], [-1.15749, -0.31463, 3.26802], [-2.62262, -1.39286, 3.45817], [0.27673, -2.41782, 3.70482], [-0.77013, -2.46483, 2.29816]], "forces_ev_per_a": [[-0.3660, 0.1427, 0.7190], [-0.0730, -0.0333, -0.0844], [2.4693, -1.6265, -0.7918], [-1.9728, 0.5917, -1.1083], [0.2334, -0.4453, 0.6084], [-1.0746, 1.2413, 0.5164], [-0.2600, -1.0319, 1.7070], [1.3826, 1.1101, 0.2673], [-0.5676, -0.2926, -1.3511], [-0.9338, -0.0022, -0.7278], [0.3415, -0.1061, 0.3480], [0.3831, 0.3481, -0.9217], [-0.4472, 0.4739, 0.3651], [-0.0162, -0.1847, 0.4793], [0.3206, 0.0288, -0.5456], [-0.0203, -0.2524, 0.1331], [-0.3117, 0.3268, 0.3060], [0.4031, 0.2162, -0.7703], [-0.4760, 0.0775, 0.9753], [-0.2398, 0.1139, 1.0837], [-0.7137, 0.0589, -0.6543], [0.4571, -0.4809, 0.6894], [0.5421, -0.0085, -0.4824], [-0.5513, -0.4377, -0.8007], [0.0538, 0.4714, 0.1725], [0.9249, -0.4732, -0.2145], [-0.8706, 0.4526, 1.2515], [-0.6274, -2.8222, -0.8651], [2.0219, 1.9752, 0.0766], [0.5944, 1.0811, -2.0780], [-0.1707, -0.4296, -0.6435], [0.4677, 0.3859, 0.8794], [0.0032, -0.3902, 0.8934], [-0.7111, 0.2722, 0.0043], [-0.9613, 0.2616, -0.3991], [-0.3165, -0.7670, 0.6807], [-0.4945, 0.4925, 0.9781], [1.0614, -0.2187, 0.4925], [0.7811, 0.6027, -0.6240], [0.1013, -0.8436, -0.9296], [-0.6563, -0.5785, -0.0135], [-0.3716, 1.3165, -0.5565], [0.0025, -0.0098, -0.1453], [-0.3369, -0.4197, 0.9591], [0.0382, 0.1305, -0.4249], [0.2441, -0.6323, 0.3643], [1.1751, 1.6419, 1.9222], [-1.6978, -1.2010, -0.8517], [1.4308, 1.8838, -0.0425], [0.1042, -2.4245, -1.3746], [-0.6771, 0.1419, -0.1458], [0.3838, -0.0595, -0.6842], [-0.3964, -0.0900, 0.0717], [0.3909, -0.6920, -0.1416], [-0.3884, -0.0722, 0.1460], [-0.1773, 1.4387, 1.4841], [-0.0638, -1.8568, 1.2830], [-0.0619, 1.8461, -0.2038], [-0.0217, -0.1076, -0.3791], [0.3202, 1.0861, 0.0765], [-0.0254, -0.0343, -0.5217], [0.1326, -0.0023, -0.3742], [-0.5288, -0.7560, -0.1325], [0.4865, -0.0050, 0.2139], [0.1401, -0.2828, 0.0619], [-0.0244, -0.2609, -0.1368], [-1.1170, -0.2809, -0.9125], [-1.6532, 0.4262, 0.8615], [0.8370, 0.0884, -0.6640], [0.6052, -0.4878, 0.8028], [0.2321, -0.1203, -0.3464], [0.3855, 0.7908, -0.5624], [0.4489, 0.2039, -0.2145], [-0.1791, -0.3608, 0.0759], [0.5828, 0.4475, 0.4434], [0.0635, -0.6975, 0.5363], [0.2707, 0.1009, 0.0133], [0.3432, -1.2989, 0.1301], [-0.3336, -0.4885, 0.5450], [0.4959, 1.3686, -0.6613], [-0.2951, 0.1666, -0.1606], [-0.0760, 0.4300, -0.2154], [-0.1973, 0.1920, 0.2420], [-0.2008, -0.3588, -0.0020]], "lowdin_spin": [-0.001, 0.003, 0.004, 0.033, 0.100, 0.000, 0.000, 0.000, 0.001, 0.000, 0.000, 0.000, 0.000, 0.000, 0.000, 0.000, -0.043, -0.039, -0.007, -0.301, -0.019, 0.000, 0.000, -0.008, 0.000, -0.004, 0.149, 0.140, 0.363, 0.180, 0.010, 0.014, 0.005, 0.023, 0.002, 0.004, 0.013, 0.003, 0.032, 0.047, 0.007, 0.002, 0.000, 0.001, 0.000, -0.001, 0.127, 0.024, 0.058, 0.541, 0.064, 0.035, -0.001, 0.006, 0.002, 0.004, 0.000, -0.001, 0.000, 0.003, 0.000, 0.000, 0.000, 0.000, 0.000, 0.000, 0.000, 0.000, 0.000, -0.001, 0.000, 0.000, 0.000, 0.000, 0.000, 0.000, -0.457, -0.045, 0.000, -0.041, -0.017, -0.013, 0.000, 0.000], "charge": 3, "e_homo_ev": [-16.71, -16.72], "orbital_gap_ev": [2.74, 3.22], "multiplicity": 2, "e_lumo_ev": [-13.971, -13.499]}